No. 1
Molecular formula: C36H99N9O9
Method: DFT, ωB97M-V/def2-TZVPD

Structure (XYZ):
```
153
C36H99N9O9 | the OMol25 dataset | ωB97M-V/def2-TZVPD
C -13.882 -11.242 -17.285
C -12.720 -12.042 -17.899
C -12.042 -11.306 -19.081
O -11.272 -12.151 -19.813
C -10.620 -11.594 -20.925
N -11.692 -12.364 -16.940
H -14.605 -10.888 -18.020
H -13.557 -10.452 -16.608
H -14.531 -11.861 -16.665
H -13.292 -12.909 -18.229
H -11.518 -10.447 -18.660
H -12.799 -10.848 -19.717
H -9.971 -12.450 -21.112
H -9.889 -10.816 -20.703
H -11.243 -11.425 -21.803
H -10.894 -12.737 -17.434
H -12.094 -12.964 -16.233
C -15.821 -14.720 -12.318
C -14.890 -15.140 -13.474
C -14.392 -16.625 -13.552
O -15.486 -17.485 -13.892
C -15.138 -18.876 -13.991
N -15.444 -14.627 -14.752
H -15.952 -13.641 -12.398
H -15.380 -15.013 -11.365
H -16.782 -15.232 -12.266
H -13.986 -14.543 -13.350
H -14.022 -17.054 -12.621
H -13.574 -16.674 -14.271
H -14.211 -18.954 -14.558
H -15.882 -19.395 -14.595
H -14.984 -19.440 -13.071
H -16.135 -15.242 -15.158
H -15.831 -13.695 -14.705
C -19.379 -8.497 -16.689
C -18.670 -9.541 -15.773
C -17.217 -10.037 -16.079
O -16.961 -11.057 -15.178
C -15.685 -11.560 -15.399
N -18.785 -9.078 -14.427
H -20.413 -8.355 -16.377
H -19.289 -8.901 -17.698
H -18.838 -7.550 -16.682
H -19.330 -10.397 -15.634
H -16.488 -9.234 -15.968
H -17.202 -10.506 -17.062
H -14.882 -10.999 -14.920
H -15.379 -11.356 -16.425
H -15.655 -12.622 -15.157
H -18.317 -8.183 -14.396
H -18.116 -9.610 -13.889
C -15.969 -11.864 -19.292
C -16.890 -12.236 -20.474
C -17.587 -13.699 -20.375
O -16.456 -14.565 -20.374
C -16.766 -15.965 -20.216
N -18.006 -11.256 -20.590
H -15.303 -12.689 -19.041
H -16.684 -11.914 -18.471
H -15.687 -10.811 -19.329
H -16.165 -12.330 -21.282
H -18.316 -13.856 -21.170
H -18.091 -13.792 -19.413
H -17.491 -16.188 -19.434
H -15.857 -16.423 -19.825
H -16.959 -16.310 -21.232
H -17.520 -10.376 -20.498
H -18.442 -11.361 -21.496
C -7.481 -17.245 -15.084
C -8.111 -16.861 -16.384
C -9.640 -16.989 -16.466
O -10.189 -17.029 -17.771
C -11.553 -17.284 -17.725
N -7.797 -15.515 -16.749
H -6.429 -16.968 -15.141
H -7.561 -18.330 -15.021
H -7.958 -16.810 -14.205
H -7.767 -17.563 -17.144
H -10.197 -16.230 -15.917
H -9.892 -17.865 -15.869
H -12.100 -16.670 -17.010
H -11.514 -18.355 -17.524
H -12.122 -17.202 -18.652
H -8.434 -15.099 -17.413
H -6.928 -15.435 -17.257
C -16.528 -13.905 -24.890
C -15.200 -14.324 -24.291
C -15.252 -14.762 -22.842
O -13.926 -14.784 -22.393
C -13.754 -15.142 -21.040
N -14.755 -15.499 -25.042
H -16.457 -13.468 -25.886
H -17.121 -13.173 -24.341
H -17.259 -14.699 -25.039
H -14.516 -13.490 -24.443
H -15.769 -15.683 -22.572
H -15.859 -14.084 -22.242
H -13.976 -16.188 -20.830
H -14.258 -14.404 -20.416
H -12.675 -15.042 -20.920
H -13.898 -15.787 -24.592
H -14.528 -15.209 -25.982
C -11.411 -10.729 -11.743
C -11.173 -10.188 -13.109
C -11.601 -11.210 -14.215
O -12.934 -11.678 -14.029
C -13.300 -12.736 -14.877
N -11.941 -8.989 -13.379
H -12.414 -11.067 -11.483
H -10.977 -10.188 -10.902
H -10.866 -11.664 -11.608
H -10.141 -9.894 -13.299
H -10.867 -12.013 -14.139
H -11.357 -10.958 -15.247
H -12.688 -13.603 -14.630
H -13.081 -12.587 -15.934
H -14.357 -12.992 -14.818
H -12.276 -8.674 -14.279
H -12.705 -8.911 -12.723
C -14.606 -19.388 -19.007
C -14.328 -20.319 -20.220
C -14.115 -21.782 -19.804
O -12.755 -22.021 -19.518
C -12.376 -23.282 -18.987
N -15.505 -20.079 -21.115
H -13.783 -19.609 -18.327
H -15.593 -19.556 -18.573
H -14.602 -18.341 -19.311
H -13.418 -19.947 -20.689
H -14.256 -22.503 -20.608
H -14.826 -22.123 -19.050
H -11.929 -23.374 -17.997
H -11.587 -23.740 -19.583
H -13.206 -23.988 -18.982
H -15.413 -20.697 -21.908
H -15.472 -19.137 -21.480
C -15.911 -13.469 -16.956
C -14.738 -14.470 -16.953
C -14.173 -14.957 -18.340
O -13.159 -15.925 -18.175
C -13.438 -17.175 -18.814
N -13.707 -13.796 -16.233
H -16.270 -13.386 -15.930
H -16.733 -13.789 -17.595
H -15.492 -12.509 -17.256
H -14.842 -15.352 -16.321
H -13.734 -14.116 -18.877
H -14.992 -15.321 -18.960
H -13.762 -17.034 -19.845
H -14.140 -17.806 -18.270
H -12.519 -17.753 -18.898
H -12.996 -14.506 -16.336
H -14.043 -13.810 -15.280
```

Computed properties:
Maximum force   13.90 eV/A
HOMO-LUMO gap   7.6 eV
E_LUMO   0.5 eV
Total energy   -70740.1880 eV
Total charge   0
Relative energy (zero: lowest compared OMol25 entry of this formula, charge and spin)   740.75 kcal per mole

***

No. 2
Molecular formula: C37H111N19O21
Method: DFT, ωB97M-V/def2-TZVPD

Structure (XYZ):
```
188
C37H111N19O21 | the OMol25 dataset | ωB97M-V/def2-TZVPD
C -20.429 8.257 -15.752
O -21.117 8.880 -14.952
N -20.750 7.061 -16.063
N -19.230 8.588 -16.191
H -21.554 6.740 -15.543
H -20.036 6.440 -16.414
H -18.702 9.363 -15.816
H -18.750 8.014 -16.869
C -28.842 4.115 -16.061
O -28.497 4.912 -16.886
N -27.954 3.398 -15.424
N -30.066 3.937 -15.716
H -27.098 3.225 -15.930
H -28.456 2.648 -14.971
H -30.213 2.985 -15.412
H -30.898 4.355 -16.108
C -19.810 8.413 -22.427
O -20.110 8.556 -21.242
N -20.495 7.670 -23.234
N -18.888 9.056 -23.048
H -21.366 7.278 -22.905
H -20.313 7.813 -24.217
H -18.320 9.704 -22.520
H -18.866 9.113 -24.056
C -23.623 6.171 -21.467
O -22.910 6.719 -22.209
N -23.237 5.342 -20.548
N -24.887 6.479 -21.352
H -22.237 5.316 -20.408
H -23.896 4.665 -20.191
H -25.206 7.287 -21.866
H -25.457 6.074 -20.624
C -24.174 10.606 -13.885
O -23.790 11.746 -14.143
N -23.474 9.525 -14.046
N -25.233 10.312 -13.233
H -23.861 8.629 -13.785
H -22.538 9.582 -14.423
H -25.909 11.018 -12.978
H -25.381 9.368 -12.906
C -17.409 15.065 -16.873
O -17.335 14.781 -18.045
N -16.902 14.315 -15.919
N -18.045 16.126 -16.494
H -16.910 14.677 -14.976
H -16.499 13.430 -16.190
H -18.586 16.632 -17.181
H -18.055 16.360 -15.512
C -20.498 13.751 -13.683
O -19.751 12.836 -13.990
N -20.085 14.851 -13.156
N -21.811 13.801 -13.701
H -19.128 14.952 -12.850
H -20.772 15.545 -12.897
H -21.998 14.753 -13.418
H -22.378 13.061 -14.089
C -28.923 8.626 -13.746
O -29.056 9.205 -14.990
C -28.504 8.580 -16.107
C -28.740 9.405 -17.373
N -30.088 9.917 -17.399
C -30.454 10.630 -18.634
C -29.850 12.051 -18.514
O -30.487 12.867 -17.483
C -29.618 13.807 -16.927
H -29.596 7.771 -13.684
H -29.370 9.412 -13.138
H -27.969 8.371 -13.284
H -29.035 7.647 -16.297
H -27.439 8.487 -15.892
H -28.628 8.760 -18.245
H -28.009 10.209 -17.454
H -30.162 10.485 -16.566
H -31.536 10.765 -18.627
H -30.206 10.031 -19.511
H -30.113 12.617 -19.407
H -28.764 12.041 -18.432
H -29.113 14.434 -17.662
H -28.911 13.284 -16.282
H -30.227 14.364 -16.215
C -31.527 18.848 -21.542
O -30.304 18.182 -21.446
C -29.128 18.994 -21.480
C -27.903 18.068 -21.822
N -27.585 17.169 -20.706
C -26.626 16.219 -21.088
C -26.240 15.205 -19.971
O -25.181 14.358 -20.411
C -25.696 13.081 -20.917
H -32.368 18.154 -21.543
H -31.637 19.512 -22.400
H -31.688 19.462 -20.657
H -28.917 19.435 -20.506
H -29.273 19.849 -22.140
H -27.049 18.721 -22.003
H -28.234 17.454 -22.659
H -28.433 16.728 -20.379
H -25.675 16.735 -21.224
H -26.862 15.793 -22.064
H -27.115 14.636 -19.655
H -25.915 15.733 -19.074
H -26.351 12.574 -20.208
H -24.788 12.506 -21.099
H -26.234 13.154 -21.862
C -17.594 7.102 -19.174
O -18.299 6.478 -18.089
C -17.847 5.127 -17.838
C -18.733 4.291 -16.920
N -20.082 4.073 -17.498
C -20.998 3.286 -16.733
C -22.365 3.950 -16.691
O -22.473 4.806 -15.547
C -23.104 4.153 -14.441
H -17.799 6.505 -20.063
H -16.543 7.060 -18.891
H -17.848 8.159 -19.249
H -16.960 5.207 -17.210
H -17.848 4.499 -18.729
H -18.930 4.693 -15.926
H -18.205 3.338 -16.899
H -20.427 4.905 -17.956
H -20.712 3.225 -15.683
H -20.997 2.273 -17.135
H -23.117 3.161 -16.710
H -22.503 4.433 -17.657
H -24.188 4.234 -14.361
H -22.668 4.646 -13.573
H -22.760 3.146 -14.204
C -25.668 6.829 -17.319
O -25.169 7.751 -18.259
C -23.757 8.016 -18.172
C -23.170 9.005 -19.328
N -23.713 10.399 -19.303
C -23.646 11.143 -18.016
C -22.323 11.313 -17.289
O -21.579 12.225 -18.076
C -20.321 12.476 -17.477
H -25.013 5.964 -17.432
H -26.669 6.539 -17.637
H -25.718 7.282 -16.329
H -23.231 7.068 -18.285
H -23.587 8.257 -17.122
H -23.335 8.621 -20.335
H -22.094 9.048 -19.158
H -23.243 10.917 -20.031
H -24.069 10.436 -17.302
H -24.135 12.117 -18.034
H -21.806 10.354 -17.278
H -22.613 11.683 -16.305
H -19.818 13.369 -17.850
H -19.757 11.572 -17.703
H -20.400 12.715 -16.416
C -16.786 16.054 -22.754
O -16.949 14.703 -23.088
C -18.193 14.043 -22.823
C -18.098 12.527 -22.708
N -17.113 12.036 -21.779
C -17.415 12.282 -20.404
C -16.503 11.697 -19.320
O -15.294 12.401 -19.241
C -14.583 11.990 -18.089
H -17.194 16.566 -23.626
H -15.779 16.246 -22.384
H -17.421 16.230 -21.886
H -18.901 14.486 -23.524
H -18.511 14.326 -21.820
H -17.978 12.072 -23.691
H -19.052 12.061 -22.461
H -16.275 12.589 -21.887
H -18.409 11.868 -20.235
H -17.627 13.332 -20.204
H -16.534 10.608 -19.312
H -17.036 11.912 -18.393
H -13.569 12.353 -17.921
H -14.542 10.904 -18.005
H -15.125 12.232 -17.174
O -26.482 9.460 -19.839
H -25.648 9.926 -19.885
H -26.327 8.751 -19.214
O -21.643 11.614 -20.839
H -21.690 11.853 -19.913
H -20.975 10.929 -20.876
O -17.745 11.333 -15.798
H -18.349 12.040 -15.569
H -17.288 11.134 -14.981
O -20.711 6.532 -19.443
H -19.899 6.680 -18.959
H -20.642 7.102 -20.209
```

Computed properties:
Maximum force   6.55 eV/A
HOMO-LUMO gap   7.9 eV
E_LUMO   0.2 eV
Total energy   -111474.2000 eV
Total charge   0

***

> The highest maximum force belongs to which entry?

C36H99N9O9

***

> Number 2 is which compound?

C37H111N19O21

***

> total charge of number 2 (C37H111N19O21)?

0

***

> Which of these has the highest maximum force?

C36H99N9O9